Record 1
This record from the OMol25 dataset describes 2 unconnected molecules or ions with the total composition C3H3N2OS. The level of theory is the ωB97M-V functional and the def2-TZVPD basis.

As for the charge: +1. The calculation puts the orbital gap (alpha / beta) at 7.97 / 7.97 eV. The value obtained for the LUMO energy (alpha / beta) is -7.211 / -7.212 eV.

Structure (XYZ):
```
10
Properties=species:S:1:pos:R:3:forces:R:3
C 1.786478 0.882191 0.720485 2.519 1.716 -1.798
C -0.423205 -0.350617 -1.723180 -0.182 -0.401 0.422
C -0.433143 0.101237 1.328128 1.239 -4.377 0.936
N -1.471815 -0.784346 -1.442953 -3.069 -1.384 0.775
N 0.794889 0.238403 1.034167 -1.294 0.379 0.491
O 0.564979 0.216427 -1.768900 2.949 1.521 -0.856
S 3.051197 1.557410 0.127303 -1.644 -0.938 1.112
H -0.648081 -0.996053 1.563420 -0.261 1.518 -0.494
H -1.209093 0.769410 1.556981 -0.572 1.704 -0.217
H -2.012206 -1.634063 -1.395451 0.315 0.262 -0.374
```
Positions in Å, forces in eV/Å.

These are the natural (NBO) partial charges, in e, on atoms 1 to 8:
1. C 0.24
2. C 0.86
3. C 0.19
4. N -0.76
5. N -0.44
6. O -0.53
7. S 0.51
8. H 0.23

---

Record 2
This record from the OMol25 dataset describes a gas-phase ion, C3H3N2S (charge +1). The level of theory is the ωB97M-V functional and the def2-TZVPD basis.

As for the charge: +1. The calculation puts the orbital gap (alpha / beta) at 7.41 / 7.44 eV. The value obtained for the LUMO energy (alpha / beta) is -7.346 / -7.327 eV.

Structure (XYZ):
```
9
Properties=species:S:1:pos:R:3:forces:R:3
C -0.175347 1.388265 -0.248541 -1.114 1.813 -1.117
C 1.818821 0.443157 0.070968 -2.759 -1.026 -0.144
C -0.073646 -0.906484 -0.066922 2.057 1.649 0.189
N 1.095433 1.419891 0.112081 1.741 -0.467 0.737
N -0.803688 0.136397 -0.010550 -0.297 -1.014 0.441
S -2.556290 0.300935 0.044333 -0.082 -0.401 0.076
H 2.818005 0.089810 -0.018405 0.723 -0.186 -0.065
H -0.385822 -1.932596 -0.097851 -0.389 -0.297 -0.052
H -2.504562 1.643712 0.128074 0.119 -0.070 -0.065
```
Positions in Å, forces in eV/Å.

These are the natural (NBO) partial charges, in e, on atoms 1 to 8:
1. C 0.47
2. C 0.44
3. C 0.14
4. N -0.46
5. N -0.59
6. S 0.32
7. H 0.27
8. H 0.24

---

Record 3
This record from the OMol25 dataset describes a gas-phase ion, C3H3N2S2 (charge -1). The level of theory is the ωB97M-V functional and the def2-TZVPD basis.

As for the charge: -1. The calculation puts the orbital gap at 5.23 eV. The value obtained for the LUMO energy is 2.900 eV.

Structure (XYZ):
```
10
Properties=species:S:1:pos:R:3:forces:R:3
C 0.836932 0.523915 0.533319 0.906 1.008 -1.261
C 1.803452 1.362376 0.263009 0.858 -0.387 -0.559
C -1.239729 1.864383 -0.561420 0.601 1.517 -0.406
N 0.118329 -0.083958 -0.605793 2.086 0.228 -1.486
N -1.090741 0.554206 -0.545319 -1.974 -0.521 -0.597
S 3.030920 2.197086 -0.256883 -0.251 -0.098 0.375
S -2.513831 2.367319 0.392614 -0.775 0.417 0.073
H 0.252456 0.815130 1.385945 -0.350 -0.757 0.522
H 0.533081 0.190871 -1.581849 -0.410 -0.471 2.593
H -1.740351 0.069591 0.032119 -0.692 -0.935 0.746
```
Positions in Å, forces in eV/Å.

These are the natural (NBO) partial charges, in e, on atoms 1 to 8:
1. C -0.25
2. C -0.04
3. C -0.26
4. N -0.43
5. N -0.52
6. S 0.05
7. S -0.48
8. H 0.25

---

Record 4
This record from the OMol25 dataset describes 2 unconnected molecules or ions with the total composition C3H3N3. The level of theory is the ωB97M-V functional and the def2-TZVPD basis.

The calculation puts the orbital gap (alpha / beta) at 8.56 / 9.07 eV. The value obtained for the LUMO energy (alpha / beta) is -2.502 / -1.046 eV.

Structure (XYZ):
```
9
Properties=species:S:1:pos:R:3:forces:R:3
C -1.758506 0.205839 0.718184 -1.008 0.898 1.667
C 0.761735 0.151109 0.381757 0.761 -0.084 1.861
C -0.552826 0.025093 0.062784 -2.488 -2.183 -5.750
N -2.698203 0.441476 1.383958 1.468 -0.572 -1.360
N 1.815090 -0.226217 -0.262560 -0.551 0.615 -1.149
N -0.933446 -0.500112 -1.835770 -0.932 1.787 4.265
H 0.895907 0.531350 1.387291 0.030 0.702 0.344
H 2.536288 0.325071 0.174781 1.077 -0.530 0.253
H -0.066040 -0.953609 -2.010425 1.643 -0.633 -0.130
```
Positions in Å, forces in eV/Å.

These are the natural (NBO) partial charges, in e, on atoms 1 to 8:
1. C 0.17
2. C -0.05
3. C 0.09
4. N -0.21
5. N -0.50
6. N -0.31
7. H 0.18
8. H 0.34

---

Record 5
This record from the OMol25 dataset describes a molecular structure, C3H3N3. The level of theory is the ωB97M-V functional and the def2-TZVPD basis.

The calculation puts the orbital gap at 9.05 eV. The value obtained for the LUMO energy is -1.634 eV.

Structure (XYZ):
```
9
Properties=species:S:1:pos:R:3:forces:R:3
N -0.672515 -0.740440 -0.337962 -0.069 -0.019 0.112
C 0.326276 -0.093126 0.288707 -0.372 0.317 -0.026
C 1.671434 -0.551617 -0.057372 0.872 0.284 -0.363
N 2.717538 -0.988587 -0.295822 -1.310 0.563 0.287
C -0.511104 1.774243 0.177679 -0.596 -0.810 -0.137
N -1.669658 1.848571 0.344057 1.444 0.471 -0.135
H -1.549657 -0.246128 -0.201798 -0.095 -0.549 -0.129
H -0.522507 -1.169372 -1.240537 0.101 0.172 0.131
H 0.210192 0.166453 1.323051 0.025 -0.428 0.259
```
Positions in Å, forces in eV/Å.

These are the natural (NBO) partial charges, in e, on atoms 1 to 8:
1. N -0.72
2. C 0.07
3. C 0.21
4. N -0.21
5. C 0.05
6. N -0.52
7. H 0.44
8. H 0.41

---

Record 6
This record from the OMol25 dataset describes a single C3H3N3 molecule. The level of theory is the ωB97M-V functional and the def2-TZVPD basis.

The calculation puts the orbital gap at 10.40 eV. The value obtained for the LUMO energy is 1.198 eV.

Structure (XYZ):
```
9
Properties=species:S:1:pos:R:3:forces:R:3
C -1.009332 -0.029434 -0.661486 -0.103 0.113 -0.223
C -0.254571 0.954168 -0.281352 -0.104 0.202 -0.305
N 0.087651 -0.126872 2.281151 0.701 -0.765 -0.040
N 0.637740 -0.700496 1.473592 -0.507 0.504 0.307
N 1.095597 -1.144484 0.419907 -0.304 0.127 0.411
C 0.438546 -0.307395 -0.647284 0.127 0.070 -0.382
H -1.996203 -0.363783 -0.940869 0.113 -0.085 0.172
H -0.180833 1.991060 0.014998 0.042 -0.206 -0.073
H 1.003478 -0.439633 -1.564889 0.034 0.040 0.133
```
Positions in Å, forces in eV/Å.

These are the natural (NBO) partial charges, in e, on atoms 1 to 8:
1. C -0.17
2. C -0.19
3. N -0.08
4. N 0.23
5. N -0.35
6. C -0.11
7. H 0.23
8. H 0.24

---

Record 7
This record from the OMol25 dataset describes a single C3H3N3O molecule. The level of theory is the ωB97M-V functional and the def2-TZVPD basis.

The calculation puts the orbital gap at 9.07 eV. The value obtained for the LUMO energy is -0.342 eV.

Structure (XYZ):
```
10
Properties=species:S:1:pos:R:3:forces:R:3
H 1.838737 1.918095 0.214666 -0.131 0.222 0.020
N 0.816203 1.984582 0.095230 -0.010 -0.225 -0.020
N 0.424623 0.809530 0.071165 -0.084 0.359 -0.030
C -0.935619 0.546733 -0.105154 -0.037 -0.188 -0.012
C -1.202176 -0.773655 -0.146883 -0.018 0.261 0.006
N -0.206274 -1.733673 0.000429 0.359 0.099 -0.026
C 0.995409 -1.469031 0.130189 0.459 -0.299 0.065
O 2.155102 -1.486901 0.255645 -0.921 -0.156 -0.091
H -1.669501 1.343084 -0.207338 0.153 -0.166 0.007
H -2.202780 -1.167884 -0.303013 0.230 0.091 0.082
```
Positions in Å, forces in eV/Å.

These are the natural (NBO) partial charges, in e, on atoms 1 to 8:
1. H 0.32
2. N -0.31
3. N -0.19
4. C -0.17
5. C 0.06
6. N -0.59
7. C 0.92
8. O -0.48

---

Record 8
This record from the OMol25 dataset describes a single C3H3N3O molecule. The level of theory is the ωB97M-V functional and the def2-TZVPD basis.

The calculation puts the orbital gap at 10.38 eV. The value obtained for the LUMO energy is 0.061 eV.

Structure (XYZ):
```
10
Properties=species:S:1:pos:R:3:forces:R:3
O 0.044303 1.114853 1.731031 0.062 0.541 -0.191
C 0.586074 1.142505 0.658138 -0.266 0.710 0.032
C -0.030323 0.450862 -0.537391 0.117 -0.231 0.735
C 0.744630 -0.695231 -0.474514 0.121 -0.340 -0.096
N -0.034310 -1.773032 -0.218601 0.127 -0.252 -0.583
N -1.274321 -1.377593 -0.222695 0.192 -0.002 -0.543
N -1.291471 -0.071795 -0.411327 -0.138 -0.086 0.161
H 1.614455 1.518278 0.514938 -0.152 0.019 -0.055
H 1.828913 -0.678406 -0.479606 -0.227 -0.472 0.145
H -2.187950 0.369559 -0.559974 0.166 0.112 0.393
```
Positions in Å, forces in eV/Å.

These are the natural (NBO) partial charges, in e, on atoms 1 to 8:
1. O -0.53
2. C 0.40
3. C -0.11
4. C -0.02
5. N -0.26
6. N 0.02
7. N -0.30
8. H 0.14

---

Record 9
This record from the OMol25 dataset describes 2 unconnected molecules or ions with the total composition C3H3N3O. The level of theory is the ωB97M-V functional and the def2-TZVPD basis.

The calculation puts the orbital gap at 10.21 eV. The value obtained for the LUMO energy is 0.537 eV.

Structure (XYZ):
```
10
Properties=species:S:1:pos:R:3:forces:R:3
N -2.106959 -0.068011 0.111838 0.616 0.435 -0.268
C -1.154384 0.553872 -0.304908 -0.450 -0.306 0.161
C -0.090527 1.263488 -0.660505 -0.113 -0.058 0.057
C 1.219621 0.846170 -0.153080 0.071 -0.163 0.186
O 1.389425 -0.011683 0.688123 0.018 0.454 -0.326
H -2.410472 -0.905435 -0.378979 0.028 0.057 0.023
H -0.191388 2.109471 -1.330596 -0.018 -0.168 0.044
H 2.083857 1.365744 -0.609357 -0.088 0.025 0.057
N 0.164505 -2.553760 1.039863 1.611 -0.154 1.008
N 1.106777 -2.584271 1.609132 -1.676 -0.123 -0.941
```
Positions in Å, forces in eV/Å.

These are the natural (NBO) partial charges, in e, on atoms 1 to 8:
1. N -0.59
2. C 0.54
3. C -0.58
4. C 0.41
5. O -0.56
6. H 0.40
7. H 0.26
8. H 0.12

---

Record 10
This record from the OMol25 dataset describes a molecular structure, C3H3N3O. The level of theory is the ωB97M-V functional and the def2-TZVPD basis.

The calculation puts the orbital gap at 8.70 eV. The value obtained for the LUMO energy is 0.282 eV.

Structure (XYZ):
```
10
Properties=species:S:1:pos:R:3:forces:R:3
N -1.605328 -0.321267 -1.783645 0.468 -0.017 0.333
C -0.569059 -0.351645 -1.127193 -0.092 0.029 -0.035
N 0.618138 -1.241988 1.109458 -0.123 0.411 0.885
N 0.484288 -0.691555 2.138334 0.113 -0.508 -0.793
O 0.393655 2.452049 0.251820 -0.003 -0.974 0.426
C 0.383581 1.406037 0.734766 -0.032 1.073 -0.395
C 0.502535 -0.204302 -0.376971 -0.219 -0.136 -0.519
H -2.019156 -1.221161 -2.025066 0.034 0.050 0.023
H 0.342266 0.426815 1.950959 -0.017 0.043 0.023
H 1.469080 -0.252983 -0.872462 -0.129 0.028 0.052
```
Positions in Å, forces in eV/Å.

These are the natural (NBO) partial charges, in e, on atoms 1 to 8:
1. N -0.63
2. C 0.41
3. N 0.02
4. N -0.23
5. O -0.46
6. C 0.49
7. C -0.51
8. H 0.38

---

What relative energy (zero: lowest compared OMol25 entry of this formula, charge and spin) values result from the calculations? In sequence: 215.6, 622.1, 408.7, 600.1, 318.0, 424.3, 208.0, 291.8, 81.0, 499.4 kJ/mol.
What max |F| values result from the calculations? In sequence: 4.64, 2.95, 2.67, 6.63, 1.52, 1.04, 0.94, 0.78, 1.93, 1.14 eV/A.